55
Properties=species:S:1:pos:R:3:lowdin_charge:R:1 method="wB97M-V/def2-TZVPD" max_force_ha_per_bohr=0.015 orbital_gap_ev=8.54 e_tot_ha=-3244.374757 lumo_energy_ev=-2.57 charge=+1
Cu -0.283 0.062 0.775 0.11
C 2.594 -4.238 -0.523 -0.18
N 2.372 -3.100 -1.401 -0.16
C 1.293 -3.407 -2.326 -0.18
N 0.064 -3.806 -1.653 -0.16
C 0.343 -4.924 -0.764 -0.18
N 1.389 -4.618 0.198 -0.16
C 0.989 -3.643 1.177 -0.30
P 0.572 -1.989 0.378 0.96
C 2.132 -1.889 -0.660 -0.31
C -0.544 -2.708 -0.948 -0.32
H 3.391 -4.000 0.188 0.13
H 2.907 -5.089 -1.135 0.14
H 1.613 -4.229 -2.970 0.14
H 1.093 -2.531 -2.951 0.13
H 0.677 -5.769 -1.373 0.14
H -0.573 -5.206 -0.237 0.13
H 1.801 -3.500 1.898 0.10
H 0.110 -4.012 1.718 0.10
H 2.983 -1.701 0.006 0.10
H 2.044 -1.045 -1.355 0.09
H -0.800 -1.914 -1.661 0.09
H -1.467 -3.056 -0.469 0.10
C -4.681 4.943 0.433 -0.11
C -4.092 4.793 1.834 -0.25
C -2.760 4.039 1.893 -0.19
C -2.866 2.514 1.761 -0.21
N -3.293 2.078 0.449 0.02
C -2.485 1.889 -0.596 -0.71
S -0.776 1.916 -0.432 0.71
N -3.031 1.700 -1.793 0.03
C -2.304 1.524 -3.034 -0.22
C -2.148 2.838 -3.806 -0.19
C -3.463 3.582 -4.053 -0.26
C -4.463 2.794 -4.893 -0.10
H -5.478 5.683 0.448 0.08
H -5.114 4.013 0.066 0.05
H -3.920 5.281 -0.268 0.08
H -4.816 4.311 2.495 0.11
H -3.912 5.795 2.229 0.11
H -2.298 4.232 2.863 0.12
H -2.088 4.418 1.121 0.11
H -3.581 2.126 2.491 0.13
H -1.882 2.069 1.958 0.07
H -4.285 2.162 0.266 0.14
H -4.027 1.840 -1.901 0.15
H -2.843 0.789 -3.637 0.12
H -1.315 1.132 -2.793 0.07
H -1.683 2.600 -4.763 0.12
H -1.470 3.489 -3.252 0.11
H -3.222 4.509 -4.577 0.11
H -3.918 3.866 -3.099 0.09
H -4.009 2.494 -5.835 0.08
H -5.327 3.414 -5.114 0.08
H -4.814 1.901 -4.379 0.06

---

12
Properties=species:S:1:pos:R:3:lowdin_charge:R:1 method="wB97M-V/def2-TZVPD" max_force_ha_per_bohr=0.029 orbital_gap_ev=9.54 e_tot_ha=-931.514783 lumo_energy_ev=0.54 charge=0
N -0.084 -1.400 1.390 -0.01
C 0.955 -0.604 0.745 -0.36
C 0.458 0.131 -0.495 -0.58
S -0.517 1.566 -0.032 0.39
S -1.288 2.578 -1.609 0.27
H -0.520 -1.983 0.692 0.06
H -0.815 -0.863 1.846 0.06
H 1.532 0.062 1.387 0.11
H 1.673 -1.338 0.361 0.11
H 1.240 0.441 -1.188 0.07
H -0.201 -0.541 -1.062 0.07
H -2.431 1.951 -2.035 -0.18

---

What is the charge in the first record? +1

---

Which of these has the lowest charge? C2H7NS2

---

Among the records above, which one has the highest charge? C15H32CuN5PS